Record 1
Density functional theory data (wB97M-V/def2-TZVPD) for a cluster of 13 separate species, C5H38N2O12S in total at a distorted geometry.

ORCA input file:
```
! RIJCOSX wB97M-V def2-TZVPD def2/J DEFGRID3
* xyz 0 1
C 2.64577 -1.35525 0.52559
N 3.41831 -0.09257 0.88260
C 2.92230 0.96778 1.91654
C 3.08230 2.24095 1.15376
S 1.53356 2.84150 0.32210
C 1.46486 -1.07701 -0.44104
N 0.36943 -0.47369 0.25024
C 1.19041 -2.37631 -1.19081
H 3.28650 -2.15469 0.29571
H 2.10420 -1.79081 1.39536
H 4.43214 -0.36439 1.06376
H 3.56348 0.86637 2.79086
H 1.79372 0.81272 2.22680
H 3.48344 3.09712 1.77136
H 3.77322 2.21932 0.26889
H 1.91963 -0.46868 -1.29886
H -0.34153 -0.37246 -0.45056
H 1.45917 1.70638 -0.43237
H 0.13239 -0.97559 1.09572
H 0.98640 -2.28077 -2.24461
H 2.10159 -2.91178 -1.14243
H 0.35096 -2.98660 -0.78069
H -1.89607 2.80691 -2.45522
H -2.86825 2.54469 -1.24960
O -2.69218 2.35233 -2.22117
H -0.15960 -1.87305 4.51717
H -0.39621 -0.73070 3.45942
O -0.31359 -1.64652 3.62779
H 0.26935 4.14473 -2.00855
H 0.40465 3.25773 -3.37682
O -0.11632 3.79127 -2.74409
H -1.61678 -2.70614 1.34951
H -1.10376 -2.88997 -0.06469
O -1.45314 -2.25743 0.55727
H -1.54356 -1.61165 -2.56838
H -2.47390 -2.48090 -1.86960
O -1.57600 -2.36757 -1.90974
H -0.18743 -4.24124 1.39588
H 0.04496 -3.73969 2.63074
O 0.45218 -4.43285 2.08068
H -0.67180 -0.08518 -2.77862
H -1.43969 0.76933 -3.93854
O -1.53588 0.11689 -3.15751
H -2.99819 -0.14349 0.52402
H -2.77179 -0.75321 1.83905
O -3.28907 -0.10616 1.49453
H -2.20125 1.58733 2.90530
H -2.89447 0.46082 2.97931
O -2.10005 0.81395 3.48186
H -1.78921 2.57149 0.49113
H -1.23258 3.88700 1.43760
O -1.98331 3.23850 1.14907
H 2.88679 1.90171 -2.46394
H 2.81296 1.34064 -3.94618
O 2.48779 2.06525 -3.32914
H -3.58831 0.17177 -1.79833
H -4.56083 -0.40374 -0.89795
O -3.57771 -0.42437 -1.12015
*
```

As for the HOMO energy: -8.552 eV. For the LUMO energy, the calculation gives 0.01 eV. The gap between HOMO and LUMO is 8.5579 eV. The value obtained for the total energy is -44183.58232 eV. For the strongest force on any atom, the calculation gives 5.2 eV/A.

List of natural (NBO) charges in e, atom by atom: -0.22 -0.68 -0.26 -0.50 -0.12 -0.06 -0.86 -0.61 0.20 0.18 0.37 0.20 0.23 0.22 0.23 0.16 0.36 0.15 0.39 0.20 0.20 0.19 0.50 0.47 -0.98 0.48 0.51 -0.99 0.49 0.51 -0.99 0.46 0.49 -0.95 0.49 0.48 -0.97 0.45 0.47 -0.92 0.48 0.50 -0.96 0.52 0.46 -0.98 0.48 0.48 -1.00 0.48 0.51 -0.99 0.49 0.48 -0.97 0.49 0.48 -0.94


Record 2
Density functional theory data (wB97M-V/def2-TZVPD) for a cluster of 3 separate species, C5H15NO3 in total at a distorted geometry.

ORCA input file:
```
! RIJCOSX wB97M-V def2-TZVPD def2/J DEFGRID3
* xyz 0 1
C -1.20189 -0.88887 1.81096
C 0.15171 -1.07938 1.02021
C 0.03305 -0.73017 -0.45849
C -0.27594 0.75653 -0.72300
N -0.35346 1.01873 -2.15429
C 0.64283 1.85579 -0.23567
O 1.65496 1.92039 -0.92561
H -1.14277 -0.59798 2.85639
H -1.80719 -0.07369 1.31397
H -1.81102 -1.78134 1.82225
H 0.48067 -2.06569 1.12307
H 0.96770 -0.47490 1.56077
H 0.87509 -0.96269 -1.12628
H -0.76148 -1.28552 -1.05447
H -1.34795 1.00777 -0.36917
H 0.10692 1.84542 -2.35374
H 0.15011 0.34973 -2.67243
H 0.49484 2.58696 0.59478
O 2.79469 -0.94443 3.07704
H 2.69131 -1.10377 2.13839
H 2.51005 -0.22726 3.48039
O -3.13508 -1.17912 -1.70405
H -2.64911 -0.40759 -1.96754
H -2.89797 -1.79860 -2.32952
*
```

As for the HOMO energy: -9.684 eV. For the LUMO energy, the calculation gives 0.51 eV. The gap between HOMO and LUMO is 10.1920 eV. The value obtained for the total energy is -13058.76811 eV. For the strongest force on any atom, the calculation gives 7.3 eV/A.

List of natural (NBO) charges in e, atom by atom: -0.61 -0.41 -0.41 -0.15 -0.82 0.40 -0.54 0.21 0.20 0.22 0.21 0.19 0.21 0.23 0.18 0.37 0.35 0.15 -0.96 0.49 0.47 -0.93 0.47 0.46


Record 3
Density functional theory data (wB97M-V/def2-TZVPD) for the ion C5H12FN4 with charge +1.

ORCA input file:
```
! RIJCOSX wB97M-V def2-TZVPD def2/J DEFGRID3
* xyz 1 1
C -1.08905 1.51686 1.89154
N -1.14206 1.68925 0.43863
C -1.92577 0.70652 -0.25434
N -1.21693 -0.58804 -0.27722
C -0.00466 -0.73904 -0.74034
N 0.62075 -1.95538 -0.82689
F 0.02999 -2.90894 -0.01761
C 2.05370 -1.75954 -0.55964
C 2.22454 -0.25463 -0.90047
N 0.83780 0.17473 -1.20045
H -2.02531 1.78441 2.38763
H -0.86257 0.47872 2.12405
H -0.29138 2.12598 2.30444
H -1.46587 2.61604 0.19280
H -2.07554 1.03757 -1.28134
H -2.90544 0.48630 0.17865
H -1.68791 -1.42469 0.03688
H 2.23763 -1.91825 0.50129
H 2.64161 -2.45208 -1.14857
H 2.88542 -0.03741 -1.73124
H 2.57231 0.27117 -0.01593
H 0.58875 1.15046 -1.10186
*
```

As for the HOMO energy: -13.557 eV. For the LUMO energy, the calculation gives -2.97 eV. The gap between HOMO and LUMO is 10.5828 eV. The value obtained for the total energy is -14049.48079 eV. For the strongest force on any atom, the calculation gives 0.6 eV/A.

List of natural (NBO) charges in e, atom by atom: -0.43 -0.65 -0.05 -0.54 0.65 0.01 -0.20 -0.26 -0.22 -0.54 0.20 0.20 0.22 0.39 0.21 0.20 0.45 0.23 0.25 0.24 0.22 0.45


Record 4
Density functional theory data (wB97M-V/def2-TZVPD) for a cluster of 2 separate species, C2H9NO2 in total at a distorted geometry.

ORCA input file:
```
! RIJCOSX wB97M-V def2-TZVPD def2/J DEFGRID3
* xyz 1 2
C -0.60146 -0.45491 -1.10133
N -0.72010 -1.37018 -0.02605
C -1.13545 -0.71410 1.15994
O 0.07537 0.11561 1.74358
H -1.59328 0.00101 -1.29777
H -0.24047 -0.99851 -2.13501
H 0.10175 0.33390 -0.92493
H 0.02358 -1.99058 0.13811
H -1.98102 -0.12527 0.78575
H -1.52043 -1.40103 1.89220
H -0.03716 -0.25117 2.68239
H 1.84939 2.11351 -1.07914
H 3.06189 2.38310 -0.48786
O 2.71741 2.35861 -1.34987
*
```

As for the HOMO energy (spin up / spin down): -14.546 / -14.544 eV. As for the expectation value of S²: 0.758. For the LUMO energy (spin up / spin down), the calculation gives -3.54 / -9.27 eV. The gap between HOMO and LUMO (spin up / spin down) is 11.0042 / 5.2764 eV. The value obtained for the total energy is -7794.26756 eV. For the strongest force on any atom, the calculation gives 5.3 eV/A.

List of natural (NBO) charges in e, atom by atom: -0.51 -0.10 0.00 -0.62 0.27 0.29 0.30 0.42 0.21 0.24 0.51 0.44 0.46 -0.90